P | C4H5ClN2 | ωB97M-V/def2-TZVPD

Each line ends with the Löwdin charge.
Geometry (Å):
N (0.965, 1.323, 1.263)  0.04
N (0.106, 0.656, 0.442)  -0.13
C (-0.941, -0.096, 0.747)  -0.18
C (-1.358, -1.033, -0.166)  -0.09
C (-0.400, -1.006, -1.267)  -0.15
C (0.620, -0.158, -1.068)  -0.68
Cl (1.802, 0.450, -1.990)  0.73
H (1.092, 2.174, 0.805)  0.05
H (1.956, 0.980, 1.444)  0.12
H (-1.365, 0.027, 1.665)  0.09
H (-2.244, -1.586, 0.176)  0.10
H (-0.234, -1.729, -2.052)  0.10

Computed properties:
structure (SMILES): Nn1cccc1Cl
charge: 0
HOMO: -0.2886 Ha

---

Q | C4H5ClN2 | ωB97M-V/def2-TZVPD

Each line ends with the Löwdin charge.
Geometry (Å):
C (0.443, 0.878, -0.115)  -0.21
C (0.327, -0.441, -0.199)  -0.04
C (-1.941, 0.016, 0.044)  -0.59
C (1.363, -1.494, 0.014)  -0.10
N (-1.835, 1.283, 0.118)  -0.07
N (-0.611, 1.737, 0.052)  -0.10
Cl (-3.320, -1.006, 0.105)  0.60
H (1.403, 1.365, -0.239)  0.12
H (2.354, -1.000, -0.111)  0.10
H (1.234, -1.738, 1.029)  0.06
H (1.277, -2.378, -0.562)  0.06
H (-0.695, 2.778, -0.138)  0.18

Computed properties:
charge: 0
HOMO: -0.3019 Ha

---

R | C4H5ClN2 | ωB97M-V/def2-TZVPD

Each line ends with the Löwdin charge.
Geometry (Å):
C (0.723, -1.533, 0.087)  -0.15
N (0.206, -0.308, -0.312)  -0.13
C (0.718, 0.957, -0.286)  -0.14
C (-0.207, 1.960, -0.008)  -0.17
N (-1.494, 1.474, 0.087)  0.03
C (-1.510, 0.223, -0.022)  -0.66
Cl (-2.468, -1.143, -0.035)  0.75
H (1.346, -2.019, -0.704)  0.10
H (1.229, -1.585, 1.076)  0.09
H (-0.263, -2.065, 0.203)  0.04
H (1.860, 0.960, -0.220)  0.14
H (-0.143, 3.077, 0.133)  0.11

Computed properties:
structure (SMILES): Cn1ccnc1Cl
charge: 0
HOMO: -0.2978 Ha

---

R is favored, and the nearest alternative lies 77.6 kJ/mol above it.

---

P | C4H5ClN2 | ωB97M-V/def2-TZVPD

Each line ends with the Löwdin charge.
Geometry (Å):
Cl (-1.576, -0.977, 0.078)  0.60
C (-0.096, -0.573, 0.988)  -0.59
C (0.531, 0.801, 1.005)  -0.17
C (0.173, 1.602, -0.192)  -0.16
N (0.448, 1.071, -1.309)  0.05
N (1.297, -0.076, -1.085)  -0.01
C (1.223, -0.379, 0.321)  -0.27
H (-0.094, -1.209, 1.846)  0.08
H (0.779, 1.285, 1.937)  0.13
H (-0.261, 2.540, -0.186)  0.09
H (1.064, -0.853, -1.701)  0.12
H (2.110, -0.819, 0.815)  0.15

Computed properties:
structure (SMILES): Cl[C@@H]1[C@@H]2C=NN[C@H]12
charge: 0
HOMO: -0.3298 Ha

---

Q | C4H5ClN2 | ωB97M-V/def2-TZVPD

Each line ends with the Löwdin charge.
Geometry (Å):
C (0.626, -0.676, -1.480)  -0.32
C (1.251, -1.727, -2.314)  -0.49
C (-0.517, 1.548, -0.814)  -0.12
C (0.550, -1.085, 0.023)  -0.11
N (0.057, 0.534, -1.671)  -0.10
N (-0.468, 1.565, -2.243)  0.15
Cl (2.119, -2.884, -1.490)  0.65
H (-1.422, 1.113, -0.339)  0.12
H (0.097, 2.233, -0.251)  0.11
H (0.194, -2.093, -0.072)  0.05
H (1.418, -1.074, 0.514)  0.02
H (-0.077, -0.597, 0.669)  0.04

Computed properties:
charge: 0
HOMO (spin up / spin down): -0.2954 / -0.3044 Ha

---

P is favored, and the nearest alternative lies 519.1 kJ/mol above it.